No. 1
Molecular formula: C4H12N2O2
Method: DFT, ωB97M-V/def2-TZVPD

Computed properties:
**HOMO level**: -0.3339 hartree
**SMILES string**: CN(C)CC(N)=O.O
**Calculated total energy**: -11417.873 eV
**Energy above the lowest of the compared OMol25 structures with the same formula, charge and spin**: 1.343 eV

```
20
Properties=species:S:1:pos:R:3:forces:R:3
C -0.84277 0.80252 0.96040 1.16 -0.39 0.12
N -0.92212 0.36543 -0.43214 -0.80 0.57 -0.26
C -1.47962 1.49351 -1.19861 0.00 -0.09 0.41
C 0.38713 0.00575 -0.99793 -0.63 -0.23 0.88
C 0.71770 -1.37700 -0.42077 0.03 0.16 -1.05
N 0.16389 -2.42473 -1.07991 -0.52 -0.95 0.06
O 1.45326 -1.53617 0.53564 -0.08 0.10 0.09
H -0.32117 0.06440 1.56828 -0.08 -0.17 -0.07
H -0.20863 1.69805 1.01030 -0.22 0.27 0.24
H -1.79995 0.96376 1.44535 -0.25 0.14 -0.39
H -2.40536 1.85329 -0.74855 0.11 -0.07 0.27
H -1.75543 1.26622 -2.22804 0.42 -0.32 -0.07
H -0.73650 2.29306 -1.15216 -0.12 0.47 -0.35
H 1.22331 0.66494 -0.72868 -0.18 0.25 0.12
H 0.22557 0.06871 -2.07151 0.41 -0.58 -0.14
H 0.23865 -3.33206 -0.62124 0.08 0.46 -0.15
H -0.65904 -2.33189 -1.67064 0.50 0.37 0.27
H 2.70716 -0.41393 3.22336 0.06 -0.52 -0.03
H 1.78228 -0.30885 1.95000 0.57 -0.33 0.26
O 2.23166 0.18499 2.65685 -0.46 0.86 -0.21
```
Forces are in eV/Å.

No. 2
Molecular formula: C4H12N2O2
Method: DFT, ωB97M-V/def2-TZVPD

Computed properties:
**HOMO level**: -0.3657 hartree
**Calculated total energy**: -11416.150 eV
**Energy above the lowest of the compared OMol25 structures with the same formula, charge and spin**: 3.067 eV

```
20
Properties=species:S:1:pos:R:3:forces:R:3
N -1.97581 -0.61731 -0.57978 3.34 -0.93 -0.83
C -0.25023 -1.30681 1.94486 0.30 -0.04 -0.67
C 0.27069 -0.32032 0.88032 -0.58 -0.36 0.52
C -0.29088 -0.61550 -0.50598 1.12 2.50 -1.81
C 0.12559 0.42209 -1.54427 0.17 0.07 -0.09
N -0.53602 0.32749 -2.72247 -0.01 -0.14 0.36
O 0.99373 1.25358 -1.35775 0.40 0.06 0.25
H -2.13286 0.22622 -0.04802 -0.12 -0.20 0.93
H -1.37061 -1.33887 -0.11465 -4.05 -1.20 1.62
H -0.03785 -0.95398 2.94639 0.15 0.02 0.12
H 0.21438 -2.28882 1.79795 -0.17 0.06 0.16
H -1.32819 -1.40289 1.84690 -0.12 -0.15 0.21
H -0.02544 0.67764 1.18859 0.00 0.27 -0.16
H 1.35723 -0.32737 0.86866 0.07 0.00 -0.20
H 0.06654 -1.57395 -0.90897 -0.27 -0.03 0.16
H -0.34216 1.07139 -3.36028 -0.03 0.29 -0.31
H -1.48582 0.02101 -2.60532 -0.26 -0.30 -0.26
H 2.74425 2.84086 0.95228 0.05 0.09 -0.11
H 1.81610 1.83031 0.22426 0.22 0.18 0.25
O 2.18736 2.07523 1.09729 -0.21 -0.21 -0.15
```
Forces are in eV/Å.

No. 3
Molecular formula: C4H12N2O2
Method: DFT, ωB97M-V/def2-TZVPD

Computed properties:
**HOMO level**: -0.3538 hartree
**SMILES string**: NCCCNC=O.O
**Calculated total energy**: -11416.321 eV
**Energy above the lowest of the compared OMol25 structures with the same formula, charge and spin**: 2.896 eV

```
20
Properties=species:S:1:pos:R:3:forces:R:3
O 1.32942 -1.33741 3.64100 0.25 -0.01 2.97
C 0.95451 -0.92671 2.59398 0.55 -0.33 -1.37
N 0.94567 -1.77655 1.54025 -0.46 1.39 -3.46
C 1.01041 -1.16474 0.10885 -3.16 -2.03 1.77
C -0.40600 -0.51259 -0.29273 0.88 0.42 1.31
C -0.31691 0.79987 -1.13982 1.09 -1.01 0.44
N 0.79078 0.63133 -2.18116 -1.91 -2.59 3.09
H 0.68294 0.14626 2.41571 -0.03 -0.62 -0.21
H 1.23019 -2.74712 1.68174 0.00 0.77 0.10
H 1.86080 -0.59803 -0.00742 1.51 2.20 0.19
H 1.27257 -1.97720 -0.54606 -0.47 -0.64 -0.29
H -1.04810 -0.37991 0.70054 1.29 -0.13 -2.31
H -0.92046 -1.15797 -0.96726 -0.52 -1.21 0.03
H 0.01792 1.48918 -0.40387 -0.03 1.49 0.08
H -1.36347 0.95184 -1.48621 0.86 0.34 -0.23
H 0.78365 1.19066 -2.95859 -0.33 2.66 -1.82
H 0.44210 -0.22019 -2.59156 0.58 -0.88 -0.42
H -2.31632 2.38041 0.71010 0.62 -0.94 1.57
H -2.31929 2.35013 -0.79571 -0.28 0.54 0.65
O -2.63040 2.85875 -0.02176 -0.46 0.58 -2.10
```
Forces are in eV/Å.